(1)
ORCA calculation (wB97M-V/def2-TZVPD) on a cluster of 2 separate species, C4H14N2O in total in a non-equilibrium geometry.

The LUMO energy is 1.031 eV. Its HOMO energy is -8.75 eV. Its SMILES is NCCO.CCN. Its HOMO-LUMO gap is 9.784 eV. As for the energy above the lowest of the compared OMol25 structures with the same formula, charge and spin: 1.468 eV.

Element x y z (Å)
C  -1.474  0.048  1.320
O  -0.113  0.405  1.255
C  -1.750  -1.447  1.179
N  -1.525  -1.995  -0.178
H  -1.811  0.384  2.309
H  -2.124  0.525  0.560
H  -1.104  -2.018  1.853
H  -2.798  -1.624  1.476
H  -1.407  -2.997  -0.111
H  -2.337  -1.805  -0.751
C  2.010  2.078  -0.499
C  1.394  1.011  -1.400
N  1.231  -0.289  -0.760
H  2.004  3.041  -1.005
H  1.376  2.198  0.383
H  3.050  1.866  -0.208
H  0.400  1.376  -1.679
H  1.943  0.967  -2.354
H  2.093  -0.813  -0.682
H  0.494  -0.913  -1.099
H  0.448  0.004  0.392

---

(2)
ORCA calculation (wB97M-V/def2-TZVPD) on a cluster of 6 separate species, C27H43BrClNO20S in total in a non-equilibrium geometry.

The LUMO energy is 0.301 eV. Its HOMO energy is -9.69 eV. Its SMILES is COCCCC[C@]1(Br)OS(=O)(=O)O[C@]1(N)Cl.C[C@@H]1COC(=O)O1.C[C@@H]1COC(=O)O1.C[C@@H]1COC(=O)O1.C[C@@H]1COC(=O)O1.C[C@@H]1COC(=O)O1. Its HOMO-LUMO gap is 9.994 eV.

Element x y z (Å)
C  6.441  -5.612  -0.740
O  6.583  -4.262  -1.154
C  5.358  -3.552  -1.202
C  4.492  -3.958  -2.389
C  3.316  -3.007  -2.610
C  2.237  -3.062  -1.518
C  1.405  -4.351  -1.508
Br  1.705  -5.183  0.281
O  1.800  -5.271  -2.481
S  0.625  -6.147  -3.098
O  0.532  -7.378  -2.411
O  0.728  -6.101  -4.507
O  -0.540  -5.165  -2.658
C  -0.179  -4.180  -1.687
N  -0.990  -4.387  -0.541
Cl  -0.619  -2.604  -2.450
H  5.394  -5.901  -0.640
H  6.902  -6.277  -1.475
H  6.957  -5.757  0.212
H  5.637  -2.503  -1.327
H  4.824  -3.652  -0.249
H  5.144  -3.916  -3.266
H  4.173  -4.996  -2.298
H  3.690  -1.982  -2.645
H  2.854  -3.230  -3.574
H  2.675  -2.901  -0.542
H  1.568  -2.228  -1.676
H  -1.465  -3.532  -0.282
H  -1.703  -5.067  -0.779
C  -2.848  1.028  0.773
C  -1.676  0.361  1.433
C  -0.524  1.275  1.791
O  0.603  0.380  1.727
C  0.293  -0.609  0.863
O  1.071  -1.409  0.446
O  -1.013  -0.568  0.537
H  -3.626  0.299  0.543
H  -3.268  1.787  1.435
H  -2.547  1.495  -0.167
H  -2.000  -0.208  2.308
H  -0.600  1.712  2.781
H  -0.376  2.069  1.056
C  -7.872  3.673  -0.871
C  -7.283  2.804  0.202
C  -7.995  2.858  1.537
O  -6.936  2.564  2.460
C  -5.774  2.948  1.886
O  -4.730  3.011  2.454
O  -5.961  3.249  0.585
H  -7.305  3.585  -1.797
H  -8.904  3.384  -1.067
H  -7.850  4.720  -0.569
H  -7.191  1.769  -0.141
H  -8.793  2.128  1.638
H  -8.381  3.857  1.755
C  4.240  4.869  2.165
C  2.973  4.588  2.929
C  2.090  3.504  2.349
O  0.786  3.913  2.786
C  0.809  5.262  2.956
O  -0.150  5.935  3.133
O  2.081  5.719  2.890
H  4.811  5.662  2.646
H  4.859  3.973  2.122
H  4.010  5.194  1.150
H  3.195  4.381  3.980
H  2.313  2.507  2.722
H  2.106  3.497  1.256
C  -10.577  7.131  1.657
C  -11.154  6.650  0.352
C  -12.623  6.285  0.383
O  -12.708  5.286  -0.641
C  -11.497  4.701  -0.752
O  -11.273  3.715  -1.376
O  -10.569  5.391  -0.044
H  -9.519  7.364  1.549
H  -11.097  8.029  1.989
H  -10.671  6.360  2.424
H  -10.951  7.369  -0.446
H  -13.287  7.113  0.154
H  -12.915  5.833  1.334
C  9.782  -4.322  -1.711
C  10.846  -4.985  -0.879
C  11.983  -4.089  -0.436
O  13.070  -5.012  -0.318
C  12.828  -6.048  -1.160
O  13.615  -6.891  -1.436
O  11.564  -5.978  -1.638
H  9.008  -5.034  -1.990
H  9.308  -3.513  -1.157
H  10.210  -3.925  -2.632
H  10.400  -5.491  -0.018
H  11.807  -3.595  0.516
H  12.238  -3.345  -1.195

---

(3)
ORCA calculation (wB97M-V/def2-TZVPD) on a cluster of 2 separate species, C11H25N6O3 in total in a non-equilibrium geometry.

The LUMO energy is -2.168 eV. Its HOMO energy is -11.58 eV. Its HOMO-LUMO gap is 9.416 eV. The net charge is +1.

Element x y z (Å)
O  2.709  0.216  2.100
O  0.462  1.854  -0.155
O  -3.508  -3.884  -1.368
C  3.581  0.187  1.236
C  1.378  1.466  -0.873
C  -3.873  -2.958  -2.087
C  -0.402  -0.143  2.729
N  0.141  1.112  2.659
N  1.861  2.263  -1.831
N  3.324  0.081  -0.069
N  -1.596  -0.457  2.105
N  -4.295  -0.474  -2.425
N  0.257  -1.051  3.369
C  5.035  0.264  1.631
C  2.927  1.956  -2.786
C  1.980  0.070  -0.657
C  -2.428  0.501  1.349
C  -3.383  -1.504  -1.865
C  -2.465  0.132  -0.135
C  -3.195  -1.200  -0.366
H  -4.535  -3.172  -2.919
H  1.151  1.139  2.817
H  -0.174  1.671  1.864
H  1.424  3.171  -1.896
H  4.113  0.042  -0.696
H  -1.960  -1.401  2.225
H  -5.208  -0.475  -1.964
H  -4.396  -0.550  -3.440
H  1.187  -0.836  3.729
H  -0.068  -2.013  3.417
H  5.112  0.326  2.716
H  5.486  1.151  1.188
H  5.555  -0.627  1.283
H  3.015  2.767  -3.512
H  3.882  1.852  -2.268
H  2.703  1.035  -3.328
H  2.019  -0.444  -1.617
H  1.308  -0.493  -0.009
H  -3.445  0.500  1.758
H  -2.053  1.525  1.449
H  -2.412  -1.423  -2.365
H  -1.447  0.069  -0.532
H  -2.979  0.934  -0.677
H  -2.611  -2.002  0.097
H  -4.176  -1.179  0.121

---

(4)
ORCA calculation (wB97M-V/def2-TZVPD) on a cluster of 12 separate species, C25H76N8O12 in total in a non-equilibrium geometry.

The LUMO energy is 0.342 eV. Its HOMO energy is -8.76 eV. Its SMILES is COC[C@H](C)N.COC[C@H](C)N.NC(N)=O.NC(N)=O.NC(N)=O.CCO.CCO.CCO.CCO.CCO.CCO.CCO. Its HOMO-LUMO gap is 9.098 eV. As for the energy above the lowest of the compared OMol25 structures with the same formula, charge and spin: 2.441 eV.

Element x y z (Å)
C  -3.236  -5.630  1.120
C  -2.122  -5.273  2.075
O  -2.747  -5.042  3.365
H  -3.782  -6.537  1.374
H  -2.870  -5.720  0.092
H  -3.999  -4.848  1.062
H  -1.679  -4.323  1.767
H  -1.384  -6.074  2.124
H  -2.040  -4.900  4.009
C  1.342  -5.247  0.473
C  0.345  -6.102  -0.328
O  0.568  -7.511  -0.126
H  2.344  -5.535  0.169
H  1.199  -5.451  1.539
H  1.127  -4.215  0.201
H  0.710  -5.971  -1.358
H  -0.710  -5.843  -0.277
H  1.153  -7.652  0.622
C  -2.339  -2.007  -2.952
C  -1.991  -1.004  -4.033
O  -0.624  -1.093  -4.420
H  -2.620  -3.012  -3.267
H  -3.163  -1.505  -2.443
H  -1.519  -2.154  -2.252
H  -2.221  0.026  -3.735
H  -2.687  -1.116  -4.878
H  -0.576  -1.319  -5.353
C  -6.599  -3.061  -1.614
C  -6.403  -1.566  -1.683
O  -5.491  -1.065  -0.681
H  -5.684  -3.665  -1.463
H  -6.923  -3.452  -2.582
H  -7.155  -3.388  -0.732
H  -7.356  -1.090  -1.437
H  -6.112  -1.204  -2.671
H  -4.612  -1.018  -1.081
C  3.324  1.132  -5.406
C  2.874  0.462  -4.109
O  1.696  1.033  -3.546
H  4.224  0.575  -5.678
H  3.557  2.188  -5.297
H  2.535  1.002  -6.145
H  3.680  0.442  -3.370
H  2.735  -0.605  -4.329
H  1.028  0.353  -3.675
C  -0.557  5.088  0.458
C  -0.932  3.855  -0.404
O  -1.746  4.316  -1.491
H  0.523  5.263  0.471
H  -0.761  4.841  1.505
H  -1.049  5.989  0.119
H  -1.492  3.142  0.204
H  -0.043  3.349  -0.760
H  -2.596  4.559  -1.115
C  4.612  4.208  -3.281
C  4.731  2.712  -3.108
O  3.533  2.055  -2.740
H  4.665  4.684  -2.302
H  3.682  4.515  -3.760
H  5.425  4.588  -3.904
H  5.537  2.452  -2.404
H  5.059  2.182  -4.008
H  3.267  2.329  -1.835
C  -5.196  -1.410  3.097
O  -4.595  -0.909  4.058
N  -5.090  -2.741  2.750
N  -5.971  -0.658  2.248
H  -5.524  -3.009  1.890
H  -4.528  -3.403  3.257
H  -6.072  -0.996  1.309
H  -6.219  0.249  2.590
C  3.211  0.795  3.036
O  3.902  1.850  3.039
N  1.956  0.706  2.450
N  3.658  -0.333  3.689
H  1.298  0.059  2.883
H  1.597  1.589  2.125
H  4.425  -0.193  4.317
H  3.131  -1.181  3.701
C  -1.068  -0.565  4.640
O  0.117  -0.478  4.266
N  -1.885  -1.627  4.306
N  -1.693  0.495  5.314
H  -2.890  -1.475  4.341
H  -1.562  -2.261  3.600
H  -1.166  1.349  5.299
H  -2.697  0.504  5.252
C  2.636  4.610  1.390
C  3.797  4.276  0.464
C  5.095  4.670  1.174
O  5.132  6.032  1.514
C  5.727  6.804  0.477
N  3.797  2.816  0.131
H  2.546  3.943  2.247
H  1.682  4.404  0.883
H  2.644  5.657  1.680
H  3.670  4.847  -0.463
H  6.020  4.306  0.700
H  5.108  4.111  2.119
H  5.804  7.821  0.845
H  5.028  6.835  -0.369
H  6.656  6.330  0.165
H  4.772  2.519  0.034
H  3.521  2.350  1.002
C  0.696  -1.525  -0.301
C  0.083  -0.168  -0.644
C  -1.146  0.153  0.207
O  -2.272  -0.687  0.055
C  -2.384  -1.595  1.090
N  1.106  0.813  -0.241
H  1.572  -1.837  -0.864
H  -0.086  -2.293  -0.358
H  0.937  -1.477  0.766
H  -0.241  -0.116  -1.687
H  -1.414  1.098  -0.277
H  -1.004  0.284  1.281
H  -2.622  -1.023  1.987
H  -1.524  -2.262  1.160
H  -3.235  -2.266  0.958
H  2.041  0.455  -0.424
H  1.064  1.616  -0.870

---

(5)
ORCA calculation (wB97M-V/def2-TZVPD) on a cluster of 2 separate species, C6H17NO2 in total.

The LUMO energy is 0.843 eV. Its HOMO energy is -9.64 eV. Its SMILES is COC[C@H](C)N.CCO. Its HOMO-LUMO gap is 10.480 eV. As for the energy above the lowest of the compared OMol25 structures with the same formula, charge and spin: 0.894 eV.

Element x y z (Å)
C  0.087  -1.717  -1.287
C  0.976  -0.487  -1.211
C  0.464  0.626  -2.102
O  1.264  1.772  -2.005
C  0.546  2.981  -2.047
N  1.065  -0.030  0.198
H  -0.867  -1.562  -0.783
H  0.610  -2.580  -0.881
H  -0.148  -1.981  -2.327
H  1.982  -0.793  -1.515
H  -0.595  0.820  -1.862
H  0.423  0.256  -3.139
H  0.011  3.101  -2.994
H  1.272  3.786  -1.941
H  -0.173  3.039  -1.222
H  0.850  0.961  0.247
H  1.992  -0.115  0.595
C  -1.483  -0.096  2.865
C  -1.159  -1.576  2.789
O  0.206  -1.814  2.442
H  -0.786  0.389  3.551
H  -2.503  0.055  3.221
H  -1.362  0.395  1.897
H  -1.818  -2.102  2.091
H  -1.262  -2.018  3.781
H  0.408  -1.312  1.637

---

(6)
ORCA calculation (wB97M-V/def2-TZVPD) on a cluster of 2 separate species, C5H6BrF in total in a non-equilibrium geometry.

The LUMO energy is -0.455 eV. Its HOMO energy is -8.87 eV. Its HOMO-LUMO gap is 8.416 eV. As for the energy above the lowest of the compared OMol25 structures with the same formula, charge and spin: 3.780 eV.

Element x y z (Å)
C  -1.326  0.819  -0.567
C  -0.479  0.777  0.744
C  -0.963  -0.647  -0.752
C  -0.123  -0.665  0.323
C  2.213  -1.105  -0.345
F  2.765  -1.757  0.699
Br  2.763  0.605  -0.279
H  -2.399  0.775  -0.475
H  -0.943  1.567  -1.240
H  0.378  1.488  0.878
H  -0.849  0.873  1.804
H  -1.388  -1.258  -1.620
H  0.352  -1.471  0.830